Here is 3 unconnected molecules or ions with the total composition H6O3 from the OMol25 dataset. Energies are from ωB97M-V/def2-TZVPD.

Positions of all 9 atoms, in Å:
O1 1.602 -2.031 -0.741
H1 1.115 -1.251 -0.479
H2 2.430 -1.969 -0.265
O2 -2.024 1.108 0.051
H3 -2.097 0.655 0.891
H4 -2.544 0.577 -0.553
O3 0.605 0.603 0.455
H5 1.161 1.382 0.479
H6 -0.248 0.926 0.163

Results
E_tot: -229.315413 Ha
LUMO: 0.586 eV
Energy relative to the best compared isomer or geometry (same formula, charge and spin): 6.1 kcal per mole
HOMO level: -10.838 eV
M: 54.05 Da
Kohn-Sham gap: 11.424 eV